C39H32AgN3O2S4Te as an isolated structure, computed with wB97M-V/def2-TZVPD.

HOMO level   -0.8 eV
Net charge   -2
Kohn-Sham gap   4.43 eV
LUMO level   3.60 eV
Energy   -3827.9567 Ha

Element x y z (Å)
1 Ag 0.5288 0.4337 2.3545
2 C -1.8714 3.1110 5.3891
3 C -1.8055 4.3921 4.8728
4 C -1.4792 4.5718 3.5369
5 C -1.2491 3.4401 2.7616
6 N -1.3302 2.2126 3.2576
7 C -1.6117 2.0398 4.5429
8 C -0.8319 3.5197 1.3309
9 C -1.1021 4.6324 0.5394
10 C -0.6398 4.6465 -0.7674
11 C 0.0662 3.5569 -1.2440
12 C 0.2655 2.4766 -0.3938
13 N -0.1726 2.4627 0.8605
14 H -2.0875 2.9324 6.4341
15 H -1.9780 5.2524 5.5094
16 H -1.3695 5.5663 3.1249
17 H -1.5992 1.0109 4.8883
18 H -1.6777 5.4608 0.9309
19 H -0.8370 5.5000 -1.4054
20 H 0.4503 3.5252 -2.2550
21 H 0.7944 1.5840 -0.7037
22 S 1.9150 1.2292 4.4085
23 S 1.9256 -0.5886 5.3951
24 S -0.0331 -1.1655 5.6132
25 S -0.7848 -1.5169 3.7061
26 C 3.3032 -2.1892 -4.6160
27 C 2.9961 -1.5561 -3.2833
28 C 3.8913 -0.7134 -2.6440
29 C 3.6389 -0.1585 -1.3974
30 C 4.7115 0.7119 -0.8527
31 O 5.4425 1.3389 -1.6137
32 C 4.9808 0.7907 0.6196
33 C 5.6049 1.9321 1.1093
34 C 5.8834 2.0523 2.4636
35 C 5.5450 1.0256 3.3325
36 C 4.9423 -0.1267 2.8462
37 C 4.6617 -0.2429 1.4962
38 C 2.3836 -0.3813 -0.7011
39 O 2.1535 0.1495 0.4094
40 C 1.4407 -1.2439 -1.4037
41 C 1.7927 -1.8014 -2.6290
42 C 0.1040 -1.5564 -0.8629
43 N -0.4519 -0.9060 0.0865
44 C -1.7721 -1.3011 0.5455
45 C -2.5538 -0.0778 0.9733
46 Te -3.0905 1.1655 -0.6858
47 C -4.2494 -0.2612 -1.7163
48 C -4.3910 -0.1572 -3.0997
49 C -5.1503 -1.0774 -3.8094
50 C -5.7647 -2.1343 -3.1511
51 C -5.6166 -2.2544 -1.7760
52 C -4.8755 -1.3221 -1.0634
53 C -0.6209 -2.7175 -1.5010
54 C -0.4582 -3.9996 -0.9902
55 C -1.1732 -5.0631 -1.5261
56 C -2.0584 -4.8534 -2.5754
57 C -2.2268 -3.5729 -3.0875
58 C -1.5093 -2.5127 -2.5535
59 H 4.2801 -1.8623 -4.9782
60 H 2.5655 -1.9226 -5.3798
61 H 3.3249 -3.2825 -4.5600
62 H 4.8413 -0.4710 -3.1110
63 H 5.8512 2.7248 0.4142
64 H 6.3333 2.9613 2.8466
65 H 5.7062 1.1375 4.3974
66 H 4.6266 -0.9048 3.5296
67 H 4.1491 -1.1198 1.1260
68 H 1.0859 -2.4642 -3.1179
69 H -1.6606 -1.9526 1.4190
70 H -2.3383 -1.8627 -0.2016
71 H -1.9511 0.5812 1.6026
72 H -3.4527 -0.3282 1.5338
73 H -3.8886 0.6426 -3.6336
74 H -5.2467 -0.9760 -4.8845
75 H -6.3418 -2.8646 -3.7056
76 H -6.0762 -3.0826 -1.2500
77 H -4.7761 -1.4324 0.0088
78 H 0.2185 -4.1534 -0.1576
79 H -1.0449 -6.0571 -1.1140
80 H -2.6222 -5.6824 -2.9869
81 H -2.9310 -3.3932 -3.8917
82 H -1.6512 -1.5074 -2.9357

Löwdin charges in e:
1 Ag 0.43
2 C -0.06
3 C -0.09
4 C -0.03
5 C -0.23
6 N 0.08
7 C -0.15
8 C -0.23
9 C -0.04
10 C -0.09
11 C -0.07
12 C -0.14
13 N 0.10
14 H 0.10
15 H 0.09
16 H 0.10
17 H 0.04
18 H 0.10
19 H 0.10
20 H 0.10
21 H 0.09
22 S -0.20
23 S -0.29
24 S -0.28
25 S -0.17
26 C -0.08
27 C -0.30
28 C -0.01
29 C -0.08
30 C -0.30
31 O 0.03
32 C -0.15
33 C -0.04
34 C -0.10
35 C -0.11
36 C -0.10
37 C -0.03
38 C -0.36
39 O -0.10
40 C -0.07
41 C -0.01
42 C -0.21
43 N 0.10
44 C -0.37
45 C -0.50
46 Te 1.29
47 C -0.58
48 C -0.18
49 C -0.12
50 C -0.12
51 C -0.10
52 C -0.14
53 C -0.21
54 C -0.02
55 C -0.09
56 C -0.11
57 C -0.09
58 C -0.05
59 H 0.06
60 H 0.06
61 H 0.07
62 H 0.11
63 H 0.10
64 H 0.09
65 H 0.10
66 H 0.09
67 H 0.12
68 H 0.11
69 H 0.03
70 H 0.08
71 H -0.02
72 H 0.05
73 H 0.09
74 H 0.09
75 H 0.09
76 H 0.10
77 H 0.09
78 H 0.13
79 H 0.09
80 H 0.09
81 H 0.09
82 H 0.12

=====

C39H32IrNO2Se as an isolated structure, computed with wB97M-V/def2-TZVPD.

HOMO level (alpha / beta)   -11.3 / -11.3 eV
Net charge   +1
Kohn-Sham gap (alpha / beta)   6.50 / 6.35 eV
LUMO level (alpha / beta)   -4.79 / -4.94 eV
Multiplicity   2
Energy   -4216.0527 Ha

Element x y z (Å)
1 Ir 0.0452 -0.3317 0.1027
2 O 1.9362 -0.3269 0.0937
3 C 2.8165 0.7309 -0.1204
4 C 2.4169 1.9170 0.7873
5 C 1.1751 2.6560 0.3916
6 C 1.2024 4.0438 0.3857
7 C 0.0296 4.7460 0.1773
8 C -1.1348 4.0453 -0.0773
9 C -1.0951 2.6600 -0.1507
10 C -2.3049 1.9116 -0.6215
11 C -2.7620 0.7113 0.2508
12 O -1.8388 -0.3224 0.1268
13 C -2.9415 1.0600 1.7256
14 C -3.2024 2.3495 2.1700
15 C -3.4380 2.5900 3.5169
16 C -3.4134 1.5503 4.4321
17 C -3.1622 0.2594 3.9902
18 C -2.9271 0.0165 2.6477
19 C -4.0995 0.2466 -0.3517
20 C -4.0690 -0.4886 -1.5328
21 C -5.2477 -0.9075 -2.1277
22 C -6.4681 -0.5957 -1.5471
23 C -6.5008 0.1155 -0.3587
24 C -5.3221 0.5417 0.2374
25 N 0.0404 1.9963 0.1129
26 C 4.2195 0.2117 0.2284
27 C 4.9791 0.6618 1.2986
28 C 6.2324 0.1154 1.5465
29 C 6.7334 -0.8904 0.7382
30 C 5.9644 -1.3631 -0.3167
31 C 4.7192 -0.8164 -0.5681
32 C 2.8259 1.2140 -1.5844
33 C 3.9152 1.9584 -2.0308
34 C 3.9677 2.4115 -3.3383
35 C 2.9337 2.1329 -4.2195
36 C 1.8533 1.3818 -3.7866
37 C 1.8027 0.9253 -2.4772
38 H 3.2403 2.6262 0.8202
39 H 2.2624 1.5026 1.7893
40 H 2.1305 4.5666 0.5607
41 H 0.0236 5.8268 0.2117
42 H -2.0638 4.5709 -0.2425
43 H -2.0744 1.4791 -1.6003
44 H -3.1388 2.5980 -0.7522
45 H -3.2487 3.1744 1.4725
46 H -3.6626 3.5964 3.8443
47 H -3.6028 1.7435 5.4791
48 H -3.1758 -0.5652 4.6902
49 H -2.7516 -0.9915 2.2965
50 H -3.1158 -0.7462 -1.9777
51 H -5.2142 -1.4749 -3.0481
52 H -7.3899 -0.9173 -2.0121
53 H -7.4464 0.3443 0.1141
54 H -5.3577 1.0925 1.1665
55 H 4.6168 1.4350 1.9618
56 H 6.8180 0.4889 2.3759
57 H 7.7065 -1.3163 0.9403
58 H 6.3409 -2.1535 -0.9519
59 H 4.1182 -1.1871 -1.3888
60 H 4.7346 2.1599 -1.3526
61 H 4.8297 2.9735 -3.6717
62 H 2.9764 2.4897 -5.2395
63 H 1.0591 1.1355 -4.4787
64 H 0.9640 0.3169 -2.1584
65 Se 0.0614 -2.9459 0.1754
66 C 0.0512 -4.8566 0.1346
67 C 0.2349 -5.5547 1.3264
68 C 0.2264 -6.9359 1.2980
69 C 0.0367 -7.6066 0.0950
70 C -0.1442 -6.8994 -1.0887
71 C -0.1382 -5.5178 -1.0773
72 H 0.3812 -5.0110 2.2489
73 H 0.3678 -7.4928 2.2134
74 H 0.0304 -8.6874 0.0793
75 H -0.2901 -7.4296 -2.0191
76 H -0.2776 -4.9486 -1.9853

Löwdin charges in e:
1 Ir 1.18
2 O -0.33
3 C -0.45
4 C -0.06
5 C -0.23
6 C 0.02
7 C -0.01
8 C 0.00
9 C -0.24
10 C -0.04
11 C -0.46
12 O -0.36
13 C -0.18
14 C -0.03
15 C -0.06
16 C -0.07
17 C -0.06
18 C -0.02
19 C -0.15
20 C -0.03
21 C -0.07
22 C -0.08
23 C -0.06
24 C -0.01
25 N 0.11
26 C -0.17
27 C -0.03
28 C -0.07
29 C -0.07
30 C -0.06
31 C -0.02
32 C -0.16
33 C -0.02
34 C -0.06
35 C -0.07
36 C -0.07
37 C -0.05
38 H 0.12
39 H 0.15
40 H 0.13
41 H 0.12
42 H 0.13
43 H 0.14
44 H 0.14
45 H 0.11
46 H 0.11
47 H 0.11
48 H 0.11
49 H 0.12
50 H 0.11
51 H 0.11
52 H 0.11
53 H 0.11
54 H 0.12
55 H 0.11
56 H 0.11
57 H 0.11
58 H 0.11
59 H 0.13
60 H 0.13
61 H 0.11
62 H 0.11
63 H 0.11
64 H 0.07
65 Se 0.90
66 C -0.60
67 C -0.12
68 C -0.06
69 C -0.05
70 C -0.06
71 C -0.12
72 H 0.10
73 H 0.11
74 H 0.11
75 H 0.11
76 H 0.10

=====

C39H33BI2InN14O3 as an isolated structure, computed with wB97M-V/def2-TZVPD.

HOMO level (alpha / beta)   -13.3 / -13.3 eV
Net charge   +2
Kohn-Sham gap (alpha / beta)   7.46 / 5.57 eV
LUMO level (alpha / beta)   -5.89 / -7.78 eV
Multiplicity   2
Energy   -3308.2731 Ha

Element x y z (Å)
1 In -0.3024 -0.4729 -0.3772
2 C -0.4658 1.9999 3.2531
3 C 0.1122 1.0444 2.4238
4 N -0.5120 1.0230 1.2492
5 N -1.5024 1.9413 1.2991
6 C -1.4852 2.5488 2.4977
7 B -2.2383 2.2875 -0.0208
8 N -1.1594 2.6755 -1.0561
9 C -0.7884 3.8963 -1.4818
10 C 0.2040 3.7423 -2.4254
11 C 0.3986 2.3627 -2.4913
12 N -0.4092 1.7187 -1.6512
13 N -2.9997 1.0328 -0.5702
14 C -4.3155 0.9914 -0.8445
15 C -4.6181 -0.2454 -1.3753
16 C -3.4072 -0.9257 -1.3892
17 N -2.4331 -0.1511 -0.9073
18 N -3.2558 3.3805 0.1631
19 C -3.8516 4.1683 -0.7770
20 C -4.9774 4.7115 -0.2204
21 C -5.0105 4.1834 1.0852
22 N -3.9931 3.3748 1.3065
23 H -0.1897 2.2559 4.2604
24 H 0.9376 0.3747 2.6093
25 H -2.2088 3.3104 2.7257
26 H -1.2576 4.7833 -1.0912
27 H 0.6919 4.5115 -2.9977
28 H 1.0810 1.8298 -3.1282
29 H -4.9489 1.8373 -0.6365
30 H -5.5787 -0.6020 -1.7012
31 H -3.2079 -1.9384 -1.6899
32 H -3.4616 4.2521 -1.7776
33 H -5.6692 5.3936 -0.6823
34 H -5.7326 4.3611 1.8660
35 O -0.6805 -6.5062 4.7706
36 N -1.1499 -5.3940 4.7065
37 O -1.9676 -4.9292 5.4717
38 C -0.6598 -4.5215 3.6079
39 C 0.5657 -4.8144 3.1379
40 C 1.1712 -4.0057 2.1272
41 C 2.4681 -4.2572 1.6522
42 C 3.0039 -3.4227 0.7055
43 C 2.2357 -2.3505 0.2502
44 N 1.0079 -2.1009 0.6726
45 C 0.4641 -2.9187 1.6024
46 C -0.8750 -2.6470 2.0758
47 N -1.5149 -1.6228 1.4881
48 C -2.7207 -1.2997 1.9066
49 C -3.3759 -2.0068 2.9167
50 C -2.7533 -3.0751 3.5067
51 C -1.4473 -3.4228 3.1008
52 H 1.1033 -5.6589 3.5461
53 H 3.0286 -5.0973 2.0424
54 H 4.0004 -3.5707 0.3153
55 H 2.6391 -1.6634 -0.4810
56 H -3.2008 -0.4545 1.4292
57 H -4.3694 -1.7094 3.2201
58 H -3.2481 -3.6358 4.2811
59 I -2.7374 -5.3069 -1.6396
60 C -1.3300 -4.2946 -2.7338
61 C -0.9197 -4.7432 -3.9774
62 C 0.0444 -4.0743 -4.7191
63 I 0.5682 -4.8451 -6.5486
64 C 0.6608 -2.8723 -4.2082
65 C 1.6798 -2.1633 -4.8644
66 C 2.2207 -1.0566 -4.2592
67 C 1.7233 -0.6446 -3.0241
68 N 0.7377 -1.2699 -2.3984
69 C 0.2327 -2.3798 -2.9698
70 C -0.7746 -3.0930 -2.1778
71 O -1.0960 -2.6458 -1.0661
72 H -1.3601 -5.6446 -4.3822
73 H 2.0433 -2.4991 -5.8261
74 H 3.0226 -0.5007 -4.7237
75 H 2.1432 0.2076 -2.5137
76 N 1.8918 0.5948 -0.1198
77 C 2.6692 1.4430 -0.2832
78 N 3.5122 2.4183 -0.4289
79 C 4.9582 2.1707 -0.5824
80 C 5.7380 2.7723 0.6031
81 C 4.8005 3.1141 1.7568
82 C 3.7769 4.1624 1.3241
83 C 3.1075 3.7786 -0.0106
84 H 5.2724 2.6077 -1.5312
85 H 5.0997 1.0927 -0.6482
86 H 6.2626 3.6736 0.2815
87 H 6.5020 2.0658 0.9254
88 H 5.3729 3.4894 2.6040
89 H 4.2944 2.2085 2.1057
90 H 4.2781 5.1238 1.2044
91 H 3.0216 4.2966 2.0982
92 H 3.3918 4.4549 -0.8178
93 H 2.0213 3.7866 0.0521

Löwdin charges in e:
1 In 0.85
2 C -0.02
3 C -0.13
4 N -0.04
5 N 0.05
6 C -0.03
7 B -0.66
8 N 0.02
9 C -0.05
10 C -0.03
11 C -0.14
12 N 0.03
13 N 0.04
14 C -0.02
15 C 0.00
16 C -0.11
17 N -0.03
18 N -0.03
19 C -0.09
20 C -0.04
21 C -0.13
22 N 0.07
23 H 0.11
24 H 0.11
25 H 0.12
26 H 0.13
27 H 0.11
28 H 0.09
29 H 0.13
30 H 0.11
31 H 0.09
32 H 0.13
33 H 0.10
34 H 0.11
35 O 0.11
36 N -0.33
37 O 0.10
38 C -0.05
39 C 0.08
40 C -0.11
41 C 0.04
42 C 0.00
43 C -0.11
44 N 0.06
45 C -0.12
46 C -0.13
47 N 0.08
48 C -0.07
49 C 0.01
50 C 0.05
51 C -0.04
52 H 0.14
53 H 0.14
54 H 0.12
55 H 0.09
56 H 0.11
57 H 0.13
58 H 0.12
59 I 1.09
60 C -0.63
61 C -0.20
62 C -0.64
63 I 1.12
64 C -0.18
65 C 0.00
66 C 0.01
67 C -0.11
68 N 0.10
69 C -0.11
70 C -0.39
71 O -0.07
72 H 0.09
73 H 0.08
74 H 0.13
75 H 0.08
76 N 0.17
77 C -0.22
78 N -0.08
79 C -0.11
80 C -0.15
81 C -0.19
82 C -0.15
83 C -0.10
84 H 0.13
85 H 0.12
86 H 0.12
87 H 0.12
88 H 0.12
89 H 0.11
90 H 0.12
91 H 0.11
92 H 0.13
93 H 0.11

=====

Among the records above, which one has the highest net charge?
C39H33BI2InN14O3

=====

The lowest net charge belongs to which entry?
C39H32AgN3O2S4Te